No. 1
This record from the OMol25 dataset describes a cluster of 4 separate species, C2H14NO3 in total. The level of theory is the ωB97M-V functional and the def2-TZVPD basis.

Structure (XYZ):
```
20
Properties=species:S:1:pos:R:3:mulliken_charge:R:1
O 1.812 1.687 -3.708 -0.668
O -0.954 -3.838 0.276 -0.627
C -1.316 0.965 2.259 -1.343
C -0.746 0.560 0.914 -0.263
H 2.279 0.601 -1.792 0.328
N 0.383 -0.452 1.034 -0.196
H 1.866 2.549 -3.243 0.350
H -1.832 -4.022 -0.146 0.334
H -1.822 0.133 2.709 0.386
O 1.349 0.714 -1.325 -0.739
H -1.946 1.824 2.347 0.363
H -0.602 1.038 2.947 0.461
H 0.922 -0.457 0.139 0.322
H 0.787 1.033 -2.084 0.388
H -1.454 0.275 0.098 0.387
H 1.531 2.000 -4.559 0.305
H -0.920 -4.557 0.825 0.306
H 0.991 -0.147 1.713 0.344
H -0.295 1.437 0.345 0.242
H -0.030 -1.345 1.250 0.322
```

E_HOMO: -14.992 eV
net charge: +1
Kohn-Sham gap: 12.177 eV
DFT total energy: -9927.01505 eV
ΔE to the lowest compared entry with this formula, charge and spin: 33.0 kcal per mole

No. 2
This record from the OMol25 dataset describes the molecule C19H22ClN3O4S. The level of theory is the ωB97M-V functional and the def2-TZVPD basis.

Structure (XYZ):
```
50
Properties=species:S:1:pos:R:3:mulliken_charge:R:1
C 0.700 -1.517 -2.071 0.072
H -5.275 1.515 0.747 0.387
O 3.965 1.375 -2.302 -0.725
H -3.645 0.827 2.394 0.469
H -0.098 2.479 -0.314 0.666
H -0.108 -1.496 -2.785 0.479
C 3.225 1.509 1.437 -1.269
O 5.090 0.235 -0.415 -0.728
H -2.061 -3.934 -0.054 0.293
N -1.694 1.123 1.727 -0.110
H -0.536 -4.747 0.364 0.367
H 1.766 0.159 -2.897 0.460
H -2.701 -0.638 2.008 0.273
H 3.327 2.460 1.974 0.343
C 2.745 -1.647 -0.229 -0.930
H 3.576 -1.706 0.457 0.579
H -6.091 1.436 -1.607 0.365
C -3.387 -0.275 -2.002 -0.487
O -0.485 -3.236 -1.073 -0.524
C -4.710 0.997 -0.014 -0.549
C -0.997 -3.786 0.131 -0.863
C -2.840 -0.295 -0.729 0.520
H 1.974 0.708 2.994 0.652
C 2.053 2.539 -0.409 -1.514
C 2.724 -0.642 -1.173 0.152
N -4.522 0.334 -2.297 -0.637
N 3.209 1.802 0.026 0.211
C -3.518 0.356 0.297 0.503
H 4.116 0.908 1.622 0.522
C -0.495 0.516 1.603 -0.188
C -5.166 0.952 -1.323 -0.364
H -0.861 -3.093 0.963 0.322
H 2.085 3.528 0.064 0.388
S 3.891 0.713 -1.033 1.334
C 1.718 -2.578 -0.174 0.694
H 1.954 -0.238 1.507 -0.373
C 0.633 -2.484 -1.058 0.063
H 0.656 0.914 -0.630 -0.524
H 2.144 2.663 -1.488 0.508
H -1.753 2.126 1.649 0.320
C 0.742 1.833 -0.049 0.423
C 1.729 -0.601 -2.132 -0.939
Cl 1.877 -3.832 1.006 -0.229
H 0.518 2.383 2.035 0.539
C -2.940 0.380 1.689 -1.079
O -0.374 -0.692 1.574 -0.556
C 0.684 1.475 1.447 0.306
H -2.897 -0.775 -2.826 0.388
C 1.967 0.777 1.904 -0.178
H -1.912 -0.809 -0.533 0.168
```

E_HOMO: -8.907 eV
net charge: 0
Kohn-Sham gap: 9.300 eV
DFT total energy: -56078.07842 eV
ΔE to the lowest compared entry with this formula, charge and spin: 24.4 kcal per mole
SMILES string: COc1ccc(S(=O)(=O)N2CCC(C(=O)NCc3ccncc3)CC2)cc1Cl

No. 3
This record from the OMol25 dataset describes a cluster of 2 separate species, C4H10N2O2 in total. The level of theory is the ωB97M-V functional and the def2-TZVPD basis.

Structure (XYZ):
```
18
Properties=species:S:1:pos:R:3:mulliken_charge:R:1
H -0.735 2.928 -0.837 0.220
N -1.169 2.863 0.121 -0.627
O -1.196 -2.532 0.899 -0.589
H 2.342 0.710 0.359 0.244
C -0.406 -0.506 -0.182 -0.014
H -0.126 1.116 -1.366 0.349
H 0.230 -1.119 1.773 0.340
H 2.087 -1.067 -0.143 0.348
O -2.280 -1.630 -0.765 -0.599
H -1.861 3.678 0.185 0.230
N -1.373 -1.627 0.020 0.913
H -1.493 1.902 0.310 0.250
H -1.324 -0.117 -2.080 0.271
C 1.922 -0.368 0.692 -1.153
C 0.485 -0.336 1.105 -0.154
H 0.141 0.591 1.577 0.307
C -0.598 0.151 -1.367 -0.708
H 2.582 -0.629 1.469 0.373
```

E_HOMO: -10.103 eV
net charge: 0
Kohn-Sham gap: 9.488 eV
DFT total energy: -11380.87803 eV
ΔE to the lowest compared entry with this formula, charge and spin: 138.9 kcal per mole
SMILES string: C=C(CC)[N+](=O)[O-].N

No. 4
This record from the OMol25 dataset describes a structure of composition C20H17Br27O4S. The level of theory is the ωB97M-V functional and the def2-TZVPD basis.

Structure (XYZ):
```
69
Properties=species:S:1:pos:R:3:mulliken_charge:R:1
Br 0.582 -1.836 4.502 -0.035
Br -6.568 1.000 0.792 -0.022
Br -7.166 3.205 4.455 0.074
C 1.733 5.207 -2.331 -0.398
Br 7.842 -5.374 0.107 -0.004
Br 5.749 -0.104 -3.822 -0.022
C -2.951 6.703 3.121 -0.415
C -2.983 -3.416 -2.964 0.166
C -0.243 -0.075 4.550 -0.209
C -8.827 3.833 3.660 -0.368
H 2.005 0.940 -1.674 0.274
H -6.525 -2.124 -2.403 0.313
C -0.899 1.152 -2.602 -0.646
C 9.444 -4.846 -0.862 0.509
C -2.233 -1.926 -2.848 0.113
H 0.025 -2.684 -2.124 0.118
S 1.580 -0.990 -0.039 0.834
C -2.496 0.958 -3.057 -0.569
C 5.573 -1.817 -2.917 -0.391
Br -2.184 -0.183 4.463 0.023
Br 9.114 -4.685 -2.772 0.010
Br -2.996 3.639 6.219 0.081
H -5.056 -4.321 -1.871 0.303
O -2.364 -4.511 -3.449 -0.529
C -5.400 -2.176 -2.772 -0.393
H -9.278 4.532 4.371 0.383
H 0.088 0.458 3.652 0.281
H -3.208 1.879 -3.311 0.356
C -6.479 1.582 -1.062 -0.485
Br -4.571 5.805 2.526 0.096
O -5.427 -0.121 -4.464 -0.554
H 1.563 -2.413 -0.175 0.176
C 13.189 -7.599 -1.248 -0.335
C -3.142 -0.558 -3.167 0.030
H 10.177 -5.649 -0.730 -0.491
H 2.209 -0.867 -2.442 -0.100
O 0.233 -0.520 0.625 -0.493
Br -3.223 7.649 4.799 -0.025
Br -8.513 4.821 2.014 -0.046
C -4.579 -3.414 -2.464 -0.445
H -0.430 2.244 -2.485 0.280
H 13.024 -8.348 -2.030 0.402
Br -5.856 0.163 -2.238 0.207
C -0.648 -1.743 -2.394 -0.238
Br -1.440 5.482 3.215 -0.004
Br -10.099 2.383 3.402 -0.036
Br -5.248 1.346 6.455 -0.071
Br -4.375 3.023 9.065 -0.040
Br 13.186 -5.860 -2.119 -0.020
C -4.738 -0.860 -3.565 0.913
H -2.707 7.456 2.365 0.350
Br 0.356 0.964 6.081 -0.063
C 1.587 -0.150 -1.754 0.091
Br 14.910 -7.999 -0.434 -0.019
Br 1.798 5.315 -0.390 0.016
H -3.027 1.544 7.574 0.301
O 2.834 -0.564 0.820 -0.588
H 5.984 -2.577 -3.589 0.348
H 1.026 5.972 -2.670 0.378
Br 11.728 -7.774 0.025 -0.059
C -3.804 2.285 7.358 -0.293
H -7.501 1.827 -1.370 0.403
C 0.004 -0.214 -2.261 0.582
Br -5.422 3.203 -1.262 -0.056
Br 1.046 3.491 -2.939 0.023
Br 3.453 5.625 -3.137 -0.021
Br 3.710 -2.282 -2.604 -0.013
Br 6.620 -1.882 -1.279 0.058
Br 10.235 -3.228 -0.126 0.005
```

E_HOMO: -8.990 eV
net charge: 0
Kohn-Sham gap: 7.123 eV
DFT total energy: -1931165.10635 eV